Entry 1:
# C32H44NO4PS2

2 unconnected molecules or ions with the total composition C32H44NO4PS2 at a distorted geometry (ωB97M-V/def2-TZVPD, the Open Molecules 2025 dataset).

```
84
Properties=species:S:1:pos:R:3:forces:R:3
C 0.2160 -4.6690 1.0109 0.91 -1.06 -0.17
C -0.4216 -4.2580 -0.4430 -0.22 -0.63 -0.08
C -1.6912 -3.2157 -0.3729 -0.21 -1.50 0.44
C -2.4920 -3.3272 -1.7927 -1.07 -0.68 0.66
N -2.3414 -2.1676 -2.7368 -1.02 1.20 1.21
C -0.9859 -1.5102 -2.6976 1.18 1.64 0.14
C -0.7411 -0.5837 -4.0273 -0.58 1.09 0.52
C 0.7780 0.0042 -4.2013 -0.70 0.00 -1.73
C 1.7723 -1.1728 -4.8047 -0.94 1.12 0.53
P 3.4150 -1.2032 -3.7940 0.77 -1.33 -0.63
C 3.0956 -1.8873 -2.0329 -0.67 0.08 0.99
C 4.2225 -1.3894 -0.9434 0.40 0.14 0.44
C 3.5942 -0.1396 -0.0837 0.12 -0.49 0.15
C 4.7185 0.8407 0.6011 -1.13 5.70 0.40
O 4.4409 2.1694 0.6031 2.92 -8.91 -0.08
O 5.9649 0.2959 1.2308 -2.85 1.86 -2.87
C 7.1549 0.9448 0.6471 1.94 0.05 -0.73
C 8.1518 -0.2279 0.0046 -0.41 0.18 0.00
C -3.4939 -1.1976 -2.7072 -0.95 0.34 -2.06
S -4.2317 -0.6596 -4.1821 1.76 -1.31 2.87
S -4.3008 -0.4958 -1.1324 0.02 -1.36 -1.16
C -6.1624 -0.6887 -1.5168 -0.80 -1.43 -0.77
C -7.1139 -0.5936 -0.1865 0.35 0.30 -0.75
C -7.1506 0.9780 0.3090 -0.37 -0.93 -0.62
H 0.3709 -5.8529 0.9925 -0.30 2.57 0.14
H -0.4660 -4.4486 1.9355 1.23 -0.17 -1.91
H 1.3097 -4.2286 1.1887 -2.54 -0.71 -0.34
H 0.4237 -3.9208 -1.2153 -1.81 -0.54 1.82
H -0.8580 -5.2689 -0.9054 0.86 2.25 0.96
H -2.4249 -3.6543 0.4605 1.62 0.97 -1.74
H -1.4243 -2.1328 -0.0211 -0.42 -2.04 -0.94
H -2.1927 -4.3161 -2.3902 -0.37 2.18 1.37
H -3.6491 -3.4743 -1.5367 2.50 0.53 -0.74
H -0.9321 -0.7774 -1.7581 0.08 -1.43 -1.84
H -0.0808 -2.2687 -2.5441 -2.34 1.22 -0.51
H -1.4501 0.3674 -3.9051 1.41 -2.14 -0.35
H -1.1050 -1.1555 -4.9853 0.87 1.06 1.83
H 1.2020 0.5520 -3.2569 -0.88 -1.31 -1.61
H 0.7185 0.8320 -5.0606 0.04 -1.64 2.01
H 1.1673 -2.1838 -4.7529 1.63 1.81 -0.05
H 2.0466 -0.9488 -5.9424 -0.54 -0.56 2.58
H 3.8429 0.1768 -3.6030 -1.08 -0.59 0.21
H 2.0347 -1.5386 -1.6832 1.84 -0.71 -0.29
H 3.0820 -3.0582 -2.0823 0.07 2.28 -0.09
H 4.5388 -2.2808 -0.2204 -0.80 1.97 -1.58
H 5.2362 -1.0158 -1.4490 -2.28 -0.86 0.83
H 2.9154 0.4853 -0.8241 1.73 -0.90 1.73
H 2.8622 -0.5323 0.7635 1.67 0.79 -1.65
H 7.7514 1.5154 1.4931 -1.52 -1.08 -1.76
H 6.8865 1.6698 -0.2415 0.28 -1.31 2.15
H 7.5961 -1.2659 0.0231 1.19 2.08 0.15
H 8.3547 0.0249 -1.1215 -0.25 -0.46 2.20
H 9.1737 -0.2768 0.5925 -2.19 -0.02 -1.26
H -6.2564 -1.8018 -1.9358 0.21 2.50 0.72
H -6.4557 0.0602 -2.3682 0.52 -1.41 1.81
H -8.1925 -0.9808 -0.5221 2.37 0.95 0.74
H -6.6912 -1.3434 0.6183 -0.90 1.65 -1.48
H -7.2809 1.6379 -0.6672 0.42 -1.26 2.16
H -8.0987 1.1494 0.9757 2.08 -0.20 -1.03
H -6.1325 1.2004 0.8464 -2.16 -0.13 -0.97
O 1.1321 4.3816 4.8107 -0.49 -0.35 -0.37
C 0.3383 3.7782 4.0994 1.01 0.72 0.75
C 0.6806 3.4611 2.6979 0.43 -0.01 -0.45
C 1.9304 3.8356 2.1875 -0.01 -0.10 -0.32
C 2.2767 3.5044 0.8768 -0.27 0.53 0.24
C 1.3801 2.7993 0.0743 -0.43 -0.01 0.35
C 0.1276 2.4407 0.5752 0.37 0.04 -0.21
C -0.2252 2.7777 1.8876 0.31 -0.03 -0.34
C -1.5590 2.4100 2.4030 -0.84 -0.64 -0.97
O -2.3751 1.8582 1.6738 0.41 0.27 0.44
C -1.8938 2.7092 3.8093 -0.44 -0.02 0.52
C -3.1434 2.3321 4.3190 -0.06 0.06 0.32
C -3.4560 2.5804 5.6563 0.18 -0.02 -0.33
C -2.5248 3.2036 6.4866 0.32 0.08 -0.25
C -1.2844 3.5932 5.9769 -0.31 -0.10 0.14
C -0.9700 3.3502 4.6334 -0.46 -0.07 0.54
H 2.6376 4.3812 2.8099 -0.28 -0.15 -0.03
H 3.2493 3.7919 0.4834 -0.59 0.08 0.18
H 1.6550 2.5300 -0.9431 -0.05 0.08 0.15
H -0.5692 1.8948 -0.0588 0.01 0.15 0.27
H -3.8736 1.8408 3.6780 0.31 0.12 0.02
H -4.4251 2.2834 6.0512 0.18 0.05 -0.09
H -2.7648 3.3885 7.5314 0.06 -0.02 -0.20
H -0.5642 4.0820 6.6311 -0.07 -0.10 -0.32
```
Positions in Å, forces in eV/Å.

Its max |F| is 0.182 hartree/bohr. Its SMILES is CCCCN(CCCCPCCCC(=O)OCC)C(=S)SCCC.O=C1c2ccccc2C(=O)c2ccccc21. The calculation puts the total energy at -2738.81647 a.u. As for the LUMO energy: -0.877 eV. The HOMO energy comes out at -8.283 eV.

Entry 2:
# C32H45N4O

2 unconnected molecules or ions with the total composition C32H45N4O at a distorted geometry (ωB97M-V/def2-TZVPD, the Open Molecules 2025 dataset).

```
82
Properties=species:S:1:pos:R:3:forces:R:3
C 1.9664 4.2449 2.3834 -0.28 0.42 0.07
N 1.6792 2.8394 2.2022 0.41 -0.46 -0.05
C 2.6737 1.9433 1.9343 1.09 0.54 -0.23
O 3.8602 2.2174 1.7806 -1.70 -0.59 0.26
C 2.0275 0.5589 1.8511 0.62 0.10 -0.64
C 2.5642 -0.4137 2.9033 -0.04 -0.09 0.38
C 4.0453 -0.6801 2.7578 0.09 -0.12 0.03
C 4.9237 -0.3324 3.7882 0.01 0.07 -0.39
C 6.3002 -0.4844 3.6108 -0.10 -0.16 -0.19
C 6.7955 -1.0292 2.4180 -0.31 0.05 0.09
C 5.9083 -1.4280 1.4097 -0.18 0.06 0.16
C 4.5305 -1.2592 1.5823 0.36 0.18 0.26
N 0.6034 0.8560 2.0295 -1.46 -1.91 -0.07
C -0.3079 -0.1438 2.0103 1.27 1.01 -0.03
C -1.6697 0.0308 2.2338 -1.33 -0.13 0.31
C -2.6688 -0.9564 2.2445 1.03 1.52 -1.02
C -4.0619 -0.6193 2.3488 -1.02 0.44 0.38
C -5.0726 -1.6138 2.2313 0.27 0.02 -0.08
C -6.4224 -1.2883 2.3148 0.30 0.10 0.03
C -6.8334 0.0329 2.5523 0.19 -0.33 -0.12
C -8.2853 0.3677 2.6915 -0.24 0.16 0.04
C -5.8580 1.0310 2.6554 0.48 0.01 0.02
C -4.5086 0.7232 2.5590 0.03 -0.38 -0.07
C 0.3289 2.2880 2.2755 0.03 0.94 0.26
C -0.2560 2.5578 3.6705 0.13 -0.21 0.14
C -0.5426 2.9372 1.1900 0.13 -0.20 -0.23
H 3.0461 4.3983 2.3079 -0.24 -0.18 -0.01
H 1.4639 4.8487 1.6171 0.17 -0.09 0.12
H 1.6228 4.5845 3.3685 0.15 -0.05 -0.18
H 2.2112 0.1543 0.8372 -0.12 0.20 0.41
H 2.3579 0.0111 3.8990 0.01 -0.19 -0.23
H 2.0004 -1.3547 2.8124 0.12 0.17 0.11
H 4.5119 0.0908 4.7086 0.26 -0.08 -0.27
H 6.9811 -0.1681 4.4027 -0.16 -0.16 -0.26
H 7.8712 -1.1466 2.2771 -0.34 0.04 0.03
H 6.2812 -1.8625 0.4811 -0.04 0.12 0.30
H 3.8217 -1.5532 0.8032 0.33 0.03 0.13
H 0.0941 -1.1385 1.7862 -0.07 0.36 0.12
H -1.9748 1.0615 2.4035 -0.01 -0.58 -0.05
H -2.4072 -1.9815 2.0075 -0.15 0.10 0.04
H -4.7487 -2.6467 2.0813 -0.12 0.29 0.09
H -7.1840 -2.0622 2.2031 0.28 0.15 0.06
H -8.4199 1.4324 2.9007 -0.02 -0.17 -0.03
H -8.8452 0.1269 1.7804 0.15 0.00 0.11
H -8.7440 -0.1999 3.5093 0.11 0.06 -0.13
H -6.1655 2.0661 2.8171 0.11 -0.31 -0.04
H -3.7860 1.5356 2.6385 -0.29 -0.19 0.02
H 0.4391 2.1981 4.4421 -0.21 0.12 -0.18
H -0.4046 3.6390 3.7941 0.04 -0.35 -0.01
H -1.2177 2.0587 3.8079 0.17 0.21 0.10
H -0.0381 2.8611 0.2172 -0.18 0.03 0.22
H -1.5215 2.4575 1.1171 0.12 0.19 -0.05
H -0.6889 3.9982 1.4331 0.02 -0.34 -0.09
C -0.2801 -4.9562 -0.6690 -0.12 0.06 0.13
C -1.5015 -4.6435 -1.5691 -0.14 0.08 0.10
C -2.7437 -4.8744 -0.6931 -0.10 -0.30 -0.42
N -2.2519 -4.9384 0.6622 0.32 0.71 0.01
C -3.1293 -5.5744 1.5872 -0.14 -0.24 0.54
C -2.7557 -5.2188 3.0155 0.28 -0.64 -0.05
C -3.6289 -5.9810 4.0154 0.03 0.38 -0.13
C -3.6394 -5.0694 5.2506 0.21 -0.20 0.22
C -3.2158 -3.6714 4.7586 0.06 0.29 0.08
N -2.9288 -3.7898 3.3133 -0.05 -0.49 0.17
C -0.8543 -5.3449 0.7052 0.02 -0.34 -0.10
H 0.3196 -5.7754 -1.0765 -0.01 0.26 0.07
H 0.3543 -4.0713 -0.5615 0.02 -0.19 -0.16
H -1.4820 -3.6007 -1.8974 0.10 -0.19 -0.12
H -1.5309 -5.2949 -2.4464 0.04 0.25 0.06
H -3.4831 -4.0627 -0.7707 0.16 -0.19 -0.11
H -3.2645 -5.8079 -0.9895 0.18 0.15 0.09
H -4.1685 -5.2538 1.3947 0.34 -0.07 0.08
H -3.0965 -6.6872 1.5045 -0.06 0.29 -0.12
H -1.6932 -5.5059 3.1724 -0.42 -0.02 0.02
H -4.6411 -6.0991 3.6032 0.20 0.00 0.09
H -3.2121 -6.9787 4.2056 -0.23 0.28 0.03
H -4.6208 -5.0512 5.7309 0.22 -0.02 0.05
H -2.8958 -5.4304 5.9705 -0.30 0.06 0.00
H -4.0097 -2.9313 4.9120 0.10 -0.05 0.01
H -2.3243 -3.3188 5.3016 -0.28 -0.08 -0.02
H -2.0624 -3.3095 3.1009 -0.08 -0.27 0.13
H -0.7344 -6.4352 0.8844 -0.16 0.26 -0.07
H -0.3313 -4.8391 1.5330 -0.07 -0.14 -0.23
```
Positions in Å, forces in eV/Å.

Its max |F| is 0.047 hartree/bohr. The calculation puts the total energy at -1540.38797 a.u. As for the LUMO energy: -4.591 eV. Its total charge is +1. The HOMO energy comes out at -10.476 eV.

Which of these has the lowest max |F|?
C32H45N4O